(1)
The following is a quantum chemistry calculation of a molecular structure, C30H16BrEuIN9O5S at a distorted geometry, from the Open Molecules 2025 dataset.

E = -163329.4775 eV
Kohn-Sham gap (spin up / spin down) = 6.00 / 5.88 eV
strongest force on any atom = 0.05640 Eh/bohr
charge = -2
energy above the lowest of the compared OMol25 structures with the same formula, charge and spin = 17.3 kcal/mol
molecular weight = 973.4 g mol⁻¹
2S+1 = 7

XYZ file:
```
64
C30H16BrEuIN9O5S | the Open Molecules 2025 dataset | ωB97M-V/def2-TZVPD
Eu 1.03688 -0.87146 0.99318
O -0.07663 3.14103 2.45008
C 0.23221 1.94854 2.22749
O 0.15950 1.27399 1.11441
C 0.88504 1.21041 3.39637
C 1.15164 1.89369 4.61568
C 1.99320 1.29588 5.51151
C 2.37179 -0.03476 5.36262
C 1.91811 -0.72048 4.23555
N 1.26087 -0.02934 3.30603
C 2.17036 -2.15389 3.93197
O 2.58117 -2.95397 4.80032
O 1.89219 -2.41435 2.68860
H 0.66164 2.84316 4.70438
H 2.38484 1.92011 6.29638
H 2.93713 -0.62199 6.11391
Br -4.58054 6.16038 -0.23246
C -4.11570 5.30159 -1.88155
C -2.80691 5.38996 -2.42668
C -2.45101 4.63958 -3.54778
C -3.36732 3.64553 -3.99094
C -4.73900 3.79039 -3.65704
C -5.09629 4.59028 -2.59424
N -2.95348 2.45468 -4.52834
N -1.70005 2.26959 -4.32029
C -1.26930 1.03549 -3.96239
C 0.05509 0.68236 -4.28442
C 0.79534 -0.15493 -3.49014
C 0.37016 -0.46911 -2.17598
O 1.24930 -0.89304 -1.28272
C -1.04601 -0.30531 -1.86877
N -1.47908 -0.73686 -0.66901
C -2.82510 -0.86940 -0.51016
C -3.74907 -0.54668 -1.49366
C -3.30839 0.03684 -2.66116
C -1.92274 0.25538 -2.85105
H -2.05052 6.01709 -1.95027
H -1.47794 4.61019 -3.96385
H -5.41774 3.04405 -4.07868
H -6.09718 4.57590 -2.15251
H 0.45806 1.24974 -5.13221
H 1.75852 -0.46603 -3.84419
H -3.09077 -1.20578 0.50262
H -4.80769 -0.68994 -1.27258
H -3.99973 0.44704 -3.42097
I 5.81892 -2.52487 3.54699
C 4.80223 -3.38465 2.00729
C 4.36420 -4.71871 2.01124
C 3.56571 -5.15733 0.98708
C 3.17978 -4.25510 -0.03865
N 3.54618 -2.96202 0.05297
C 4.40715 -2.55128 0.96754
H 4.67961 -5.39790 2.82006
H 3.10838 -6.15468 0.99655
H 2.45217 -4.50434 -0.83374
H 4.73294 -1.55374 0.89296
S 5.11467 1.85446 -0.40760
C 4.01957 0.87543 0.26140
N 3.15595 0.25729 0.79454
N -0.03251 -3.14924 0.67428
C -1.05043 -3.73833 0.63532
N -2.13613 -4.39005 0.73689
C -3.25834 -4.11092 0.14527
N -4.36493 -4.01957 -0.25744
```

Computed Löwdin charges, given in elementary charges: Eu 1.94; O 0.01; C -0.56; O -0.20; C -0.19; C 0.01; C -0.06; C 0.01; C -0.19; N 0.03; C -0.62; O -0.04; O -0.21; H 0.11; H 0.10; H 0.13; Br 0.66; C -0.69; C -0.11; C -0.03; C -0.29; C -0.05; C -0.16; N 0.03; N 0.03; C -0.23; C -0.04; C -0.02; C -0.30; O -0.25; C -0.17; N 0.09; C -0.12; C -0.07; C -0.01; C -0.05; H 0.10; H 0.09; H 0.10; H 0.09; H 0.11; H 0.11; H 0.11; H 0.11; H 0.11; I 0.93; C -0.75; C -0.15; C -0.08; C -0.13; N 0.06; C -0.27; H 0.10; H 0.10; H 0.11; H 0.04; S 0.44; C -1.00; N -0.08; N 0.01; C -0.39; N 0.05; C -0.45; N 0.05

(2)
The following is a quantum chemistry calculation of a molecular structure, C48H53BClN8S5Ti at a distorted geometry, from the Open Molecules 2025 dataset.

E = -153024.4004 eV
Kohn-Sham gap = 4.81 eV
strongest force on any atom = 0.05015 Eh/bohr
charge = +3
molecular weight = 996.5 g mol⁻¹

XYZ file:
```
117
C48H53BClN8S5Ti | the Open Molecules 2025 dataset | ωB97M-V/def2-TZVPD
Ti 0.32168 -1.83085 1.34027
C -2.59427 2.41511 3.92742
C -2.44571 2.42676 2.40979
C -2.86095 3.49751 1.65807
C -2.40685 3.74434 0.33142
N -1.58195 2.87146 -0.20127
N -1.16359 1.74212 0.52830
B -0.14442 0.86948 -0.18976
N 1.25729 1.32558 0.00228
N 1.34794 2.38158 -0.92154
C 2.47632 3.00699 -0.99062
C 3.52697 2.61988 -0.07973
C 3.39299 1.68738 0.89500
C 4.51324 1.36370 1.86535
C 2.14377 0.96979 0.92861
S 1.84466 -0.23653 2.17734
C 2.70802 4.02426 -2.10163
C 3.96932 3.59491 -2.92502
C 3.08930 5.35199 -1.43224
C 1.50462 4.12265 -3.04036
N -0.47189 0.04775 -1.32307
N 0.42424 0.10822 -2.38784
C -0.10456 -0.16580 -3.54067
C -1.47784 -0.58340 -3.64381
C -2.23325 -0.90548 -2.55578
C -3.61654 -1.47052 -2.66046
C -1.62670 -0.68743 -1.29210
S -2.06603 -1.48596 0.17616
C 0.75166 -0.05059 -4.76161
C 0.02973 1.01373 -5.60161
C 2.17480 0.32234 -4.36652
C 0.75891 -1.36205 -5.58617
C -1.63323 1.41126 1.76986
S -1.21629 0.04374 2.63164
C -2.87074 5.01146 -0.38580
C -4.40051 4.94973 -0.20416
C -2.47870 5.14551 -1.85047
C -2.34382 6.25568 0.42107
H -2.92300 3.34527 4.33502
H -1.63499 2.08451 4.38329
H -3.31096 1.65022 4.26867
H -3.44172 4.24371 2.19788
H 4.51870 3.02599 -0.21100
H 5.48757 1.69255 1.41919
H 4.62310 0.27573 1.97061
H 4.31329 1.82944 2.83245
H 4.85007 3.61763 -2.26692
H 4.12844 4.24811 -3.79125
H 3.88529 2.55997 -3.28681
H 4.01867 5.25063 -0.82442
H 2.33014 5.66981 -0.67370
H 3.17527 6.19736 -2.13200
H 1.33783 3.21279 -3.61170
H 1.64209 4.93509 -3.76063
H 0.60421 4.30437 -2.42487
H -1.93702 -0.68175 -4.61370
H -4.38542 -0.76994 -2.28789
H -3.69075 -2.34771 -1.98540
H -3.84079 -1.77039 -3.69550
H -0.11465 1.95497 -5.01700
H -0.94072 0.60954 -5.88119
H 0.54640 1.23211 -6.54876
H 2.14947 1.32465 -3.87601
H 2.82504 0.38964 -5.27506
H 2.61192 -0.43023 -3.65323
H -0.25397 -1.60216 -5.89350
H 1.22739 -2.16777 -5.02732
H 1.32103 -1.28441 -6.52003
H -4.84543 4.03537 -0.64494
H -4.88533 5.79635 -0.72049
H -4.68764 4.99383 0.84987
H -2.74249 4.20964 -2.39344
H -1.39312 5.31957 -1.90598
H -2.95669 6.03055 -2.29386
H -2.74591 6.19823 1.45630
H -2.71646 7.18134 -0.04360
H -1.22947 6.27784 0.42426
S 2.54038 -3.11996 7.95144
C 3.18003 -1.79461 8.78382
C 2.93467 -0.62200 8.12761
C 2.12864 -0.81018 6.93789
C 1.86006 -2.15046 6.69153
C 1.17127 -2.79971 5.57902
C 0.84485 -2.04870 4.47707
N 0.40918 -2.62595 3.33101
C 0.03756 -3.98020 3.33985
C 0.32857 -4.81621 4.45110
C 0.03412 -6.24816 4.37365
C -0.61744 -6.73534 3.28163
C -0.92082 -5.91488 2.12662
C -1.43901 -6.44008 0.89913
C -1.58404 -5.52843 -0.17165
C -1.15408 -4.21161 -0.09668
N -0.65166 -3.70385 1.06484
C -0.54575 -4.53684 2.16264
C -2.25384 -5.94155 -1.44728
C -2.38526 -5.22245 -2.61375
C -2.91017 -5.98647 -3.71652
C -3.11829 -7.28252 -3.32920
S -2.92424 -7.51429 -1.62406
C 0.97586 -4.20883 5.54927
H 3.62855 -2.02224 9.73825
H 3.24948 0.33485 8.47652
H 1.68791 -0.03768 6.32379
H 0.85242 -0.96318 4.52294
H 0.28827 -6.88732 5.24675
H -0.94840 -7.78749 3.28985
H -1.60460 -7.52803 0.76201
H -1.11107 -3.56361 -0.99028
H -2.14651 -4.13671 -2.65816
H -3.16661 -5.59245 -4.68806
H -3.48189 -8.06771 -3.93977
H 1.19289 -4.77919 6.44768
Cl 3.09263 -3.64176 0.46764
C 1.73787 -2.55512 0.07862
H 1.16313 -3.03942 -0.69703
H 2.20836 -1.67840 -0.40740
```

Löwdin population analysis, charges in e, atoms 1 to 99: Ti 0.67; C -0.04; C -0.20; C 0.07; C -0.19; N 0.21; N 0.05; B -0.48; N 0.05; N 0.22; C -0.17; C 0.10; C -0.21; C -0.03; C -0.47; S 0.75; C -0.52; C -0.02; C -0.04; C -0.03; N 0.04; N 0.22; C -0.19; C 0.11; C -0.23; C -0.02; C -0.50; S 0.88; C -0.55; C -0.02; C -0.04; C -0.02; C -0.60; S 0.75; C -0.54; C -0.04; C -0.04; C -0.02; H 0.08; H 0.08; H 0.10; H 0.13; H 0.13; H 0.11; H 0.08; H 0.10; H 0.08; H 0.11; H 0.08; H 0.10; H 0.10; H 0.11; H 0.05; H 0.11; H 0.07; H 0.13; H 0.11; H 0.08; H 0.11; H 0.10; H 0.08; H 0.11; H 0.05; H 0.12; H 0.10; H 0.08; H 0.09; H 0.10; H 0.11; H 0.11; H 0.08; H 0.10; H 0.07; H 0.10; H 0.09; H 0.10; H 0.10; S 1.10; C -0.37; C -0.14; C -0.08; C -0.48; C -0.17; C -0.09; N -0.01; C -0.11; C -0.09; C 0.03; C 0.01; C -0.09; C 0.10; C -0.16; C -0.11; N -0.08; C -0.12; C -0.50; C -0.12; C -0.14; C -0.35

(3)
The following is a quantum chemistry calculation of a single C11H10BrNO molecule at a distorted geometry, from the Open Molecules 2025 dataset.

E = -85145.3298 eV
Kohn-Sham gap = 8.60 eV
strongest force on any atom = 0.08728 Eh/bohr
energy above the lowest of the compared OMol25 structures with the same formula, charge and spin = 18.4 kcal/mol
structure (SMILES) = C=CCOc1ccccc1C(Br)=C=N
molecular weight = 252.1 g mol⁻¹

XYZ file:
```
24
C11H10BrNO | the Open Molecules 2025 dataset | ωB97M-V/def2-TZVPD
C 0.64229 0.41340 -2.03642
C 1.77514 0.73386 -1.47285
C 2.24240 0.62988 -0.05276
O 1.70889 -0.59233 0.49306
C 0.40241 -0.86318 0.74388
C 0.20443 -2.20011 0.84258
C -1.03233 -2.78346 1.04354
C -2.10970 -1.93976 0.97844
C -1.96668 -0.56149 0.92695
C -0.67476 0.00752 0.85994
C -0.66019 1.47549 0.77214
Br 0.00608 2.39160 2.39798
C -0.81712 2.20384 -0.27623
N -1.31163 2.90131 -1.10110
H -0.25378 0.02829 -1.51602
H 0.45940 0.42285 -3.14495
H 2.59228 1.03174 -2.15471
H 3.34296 0.71521 0.02011
H 1.99403 1.53271 0.62016
H 1.24720 -2.75577 0.89315
H -1.15785 -3.83696 0.96657
H -3.04111 -2.31740 1.21819
H -2.76804 0.10904 0.97041
H -0.82431 3.25374 -1.99205
```

Computed Löwdin charges, given in elementary charges: C -0.01; C -0.15; C -0.17; O -0.05; C -0.29; C -0.02; C -0.06; C -0.09; C 0.00; C -0.23; C -0.59; Br 0.70; C -0.31; N 0.19; H 0.07; H 0.09; H 0.11; H 0.13; H 0.10; H 0.17; H 0.10; H 0.08; H 0.10; H 0.13

(4)
The following is a quantum chemistry calculation of a single C4H6N2O molecule at a distorted geometry, from the Open Molecules 2025 dataset.

E = -9271.3895 eV
Kohn-Sham gap = 10.35 eV
strongest force on any atom = 0.06732 Eh/bohr
energy above the lowest of the compared OMol25 structures with the same formula, charge and spin = 48.7 kcal/mol
structure (SMILES) = O=C1C=CCNN1
molecular weight = 98.1 g mol⁻¹

XYZ file:
```
13
C4H6N2O | the Open Molecules 2025 dataset | ωB97M-V/def2-TZVPD
O -2.75700 -0.10141 0.13898
C -1.55363 -0.08036 -0.08920
C -0.70418 1.18491 -0.29511
C 0.60758 1.17267 -0.06085
C 1.31302 -0.11968 0.26955
N 0.61743 -1.33359 -0.31787
N -0.74316 -1.22269 -0.04854
H -1.23877 2.07662 -0.44649
H 1.08354 2.14307 0.22244
H 2.40311 -0.17935 0.02704
H 1.32842 -0.30343 1.37456
H 0.77609 -1.20003 -1.29743
H -1.13245 -2.03673 0.52292
```

Computed Löwdin charges, given in elementary charges: O 0.05; C -0.44; C 0.00; C -0.08; C -0.19; N -0.05; N -0.01; H 0.09; H 0.12; H 0.12; H 0.12; H 0.10; H 0.18

Among the records above, which one has the lowest molecular weight?
C4H6N2O

The highest E belongs to which entry?
C4H6N2O

What is the formula in the second record?
C48H53BClN8S5Ti